# 1
Here is an isolated ion of composition C3H8ClIN3 and charge +1 in a non-equilibrium geometry from the OMol25 dataset. Energies are from ωB97M-V/def2-TZVPD.

```
16
Properties=species:S:1:pos:R:3
I -1.809 -2.597 -0.334
Cl -2.595 1.345 -0.163
N 1.228 0.383 -0.792
N 0.740 -1.462 1.051
N -0.110 2.312 0.199
C -0.440 -1.007 0.508
C -0.213 0.041 -0.656
C -0.930 1.472 -0.124
H -1.195 -0.634 1.130
H 1.684 -0.259 -0.208
H 1.311 1.329 -0.259
H 0.758 -1.826 2.087
H -0.504 3.211 0.432
H 1.094 -2.282 0.475
H -0.642 -0.292 -1.590
H 1.623 0.265 -1.756
```

Properties
2S+1 = 1
DFT total energy = -28326.5407 eV
HOMO = -13.0 eV
Energy above the lowest of the compared OMol25 structures with the same formula, charge and spin = 53.6 kJ/mol
HOMO-LUMO gap = 0.3488 hartree
Charge = +1
SMILES = [H]/N=C(\Cl)[C@@H]([NH3+])[C@H](N)I
Max |F| = 5.38 eV Å⁻¹

Atom charges from the Mulliken analysis, given in e for atoms 1 to 2: 0.105 -0.054

# 2
Here is C3H8ClNNaO5PS2 as an isolated structure from the OMol25 dataset. Energies are from ωB97M-V/def2-TZVPD.

```
22
Properties=species:S:1:pos:R:3
Cl 1.929 -0.482 -3.235
S -2.208 0.954 0.948
S -0.756 -1.402 0.666
P -0.650 2.494 1.136
Na -1.097 -0.936 -2.879
O -2.548 0.959 -0.462
O -1.101 -1.343 -0.758
O -3.179 1.453 1.870
O -0.747 -2.712 1.245
O -0.883 3.456 2.228
N -1.682 -0.451 1.512
C 0.963 -0.842 0.728
C 1.728 -1.197 -1.596
C 1.346 -0.137 -0.581
H 2.664 -1.685 -1.333
H 2.189 0.538 -0.431
H 1.538 -1.766 0.819
H 0.576 1.814 1.256
H 0.477 0.425 -0.925
H -0.679 3.078 -0.146
H 0.968 -1.967 -1.683
H 1.153 -0.252 1.620
```

Properties
2S+1 = 1
DFT total energy = -62866.0127 eV
HOMO = -9.5 eV
HOMO-LUMO gap = 0.2983 hartree
Max |F| = 0.88 eV Å⁻¹

Atom charges from the Mulliken analysis, given in e for atoms 1 to 2: -0.211 0.976

# 3
Here is one molecule with the formula C3H8ClNOS in a non-equilibrium geometry from the OMol25 dataset. Energies are from ωB97M-V/def2-TZVPD.

```
15
Properties=species:S:1:pos:R:3
Cl -2.848 0.659 1.175
S -2.055 -0.108 -0.718
O -2.502 0.846 -1.670
N -0.457 0.306 -0.463
C 0.253 -0.543 0.415
C -0.171 1.755 -0.306
C 0.283 -1.918 -0.296
H 0.797 2.057 -0.651
H -0.734 -2.373 -0.082
H 1.300 -0.209 0.586
H -0.973 2.236 -0.680
H -0.275 2.076 0.648
H 0.241 -1.738 -1.430
H 0.950 -2.691 0.000
H -0.322 -0.795 1.348
```

Properties
2S+1 = 1
DFT total energy = -30134.5122 eV
HOMO = -10.0 eV
Energy above the lowest of the compared OMol25 structures with the same formula, charge and spin = 23.4 kJ/mol
HOMO-LUMO gap = 0.3726 hartree
Max |F| = 3.79 eV Å⁻¹

Atom charges from the Mulliken analysis, given in e for atoms 1 to 2: -0.304 0.590

# 4
Here is one molecule with the formula C3H8ClNOSi in a non-equilibrium geometry from the OMol25 dataset. Energies are from ωB97M-V/def2-TZVPD.

```
15
Properties=species:S:1:pos:R:3
Cl 4.379 -0.562 1.619
Si 2.681 -1.724 1.647
O 1.540 -0.368 1.229
N 0.322 -0.723 0.571
C -1.503 -0.281 -0.905
C -0.185 0.143 -0.180
C 0.290 1.524 -0.459
H 2.533 -2.793 0.611
H -2.440 0.252 -0.636
H 2.230 -1.934 3.098
H 0.086 1.771 -1.517
H 1.410 1.594 -0.175
H -1.376 -0.088 -1.990
H -0.361 2.319 0.054
H -1.844 -1.345 -0.705
```

Properties
2S+1 = 1
DFT total energy = -27178.0741 eV
HOMO = -9.4 eV
Energy above the lowest of the compared OMol25 structures with the same formula, charge and spin = 0.0 kJ/mol
HOMO-LUMO gap = 0.3749 hartree
SMILES = CC(C)=NO[SiH2]Cl
Max |F| = 4.17 eV Å⁻¹

Atom charges from the Mulliken analysis, given in e for atoms 1 to 2: -0.207 0.485